A cluster of 2 separate species, C5H13O2 in total, computed with wB97M-V/def2-TZVPD.

- energy above the lowest of the compared OMol25 structures with the same formula, charge and spin (kJ/mol) = 133.8
- multiplicity = 1
- lowest unoccupied orbital energy (eV) = 3.9
- gap between HOMO and LUMO (eV) = 6.5
- strongest force on any atom (eV/Å) = 3.0
- highest occupied orbital energy (eV) = -2.53
- total charge = -1

Atoms and positions in Å:
C 1.292 0.082 1.029
O 0.520 1.016 1.759
C 0.783 -0.116 -0.400
C -0.390 -1.092 -0.440
C -1.089 -1.089 -1.826
C -1.460 -0.700 0.605
H 2.313 0.490 1.134
H 1.159 -0.832 1.644
H 1.495 -0.664 -1.042
H 0.616 0.874 -0.813
H -0.196 -2.151 -0.260
H -1.463 -0.080 -2.048
H -0.727 -1.613 -2.705
H -2.096 -1.471 -1.588
H -1.458 0.393 0.618
H -1.113 -0.891 1.623
H -2.404 -1.242 0.521
H 1.768 2.679 1.299
H 0.881 3.003 0.179
O 1.569 3.405 0.710

How positive or negative is each atom? The Löwdin charges in e answer that:
1. C -0.4524
2. O -0.4111
3. C -0.1986
4. C -0.4360
5. C -0.1114
6. C -0.1105
7. H 0.0738
8. H 0.0812
9. H 0.1003
10. H 0.0986
11. H 0.1196
12. H 0.0718
13. H 0.0565
14. H 0.0494
15. H 0.0724
16. H 0.0613
17. H 0.0593
18. H -0.0182
19. H -0.0005
20. O -0.1054

=====

A cluster of 2 separate species, C5H13O2 in total, computed with wB97M-V/def2-TZVPD.

- energy above the lowest of the compared OMol25 structures with the same formula, charge and spin (kJ/mol) = 204.0
- multiplicity = 1
- lowest unoccupied orbital energy (eV) = 3.9
- gap between HOMO and LUMO (eV) = 6.9
- strongest force on any atom (eV/Å) = 3.3
- highest occupied orbital energy (eV) = -2.99
- total charge = -1

Atoms and positions in Å:
C 0.830 0.016 -1.572
O 0.870 1.368 -1.258
C -0.093 -0.852 -0.627
C -1.047 -0.352 0.505
C -0.833 -1.112 1.860
C -2.567 -0.506 0.023
H 0.291 -0.076 -2.648
H 1.918 -0.456 -1.517
H 0.335 -1.719 -0.114
H -0.575 -1.396 -1.558
H -0.867 0.731 0.513
H -1.572 -0.641 2.653
H -1.228 -2.161 1.740
H 0.213 -1.043 2.046
H -2.677 -1.506 -0.369
H -2.612 0.162 -0.793
H -3.265 -0.417 0.879
H 2.890 1.890 0.100
H 1.657 1.164 0.516
O 2.599 1.420 0.936

How positive or negative is each atom? The Löwdin charges in e answer that:
1. C -0.4838
2. O -0.3998
3. C -0.2107
4. C -0.4167
5. C -0.1016
6. C -0.0928
7. H 0.0873
8. H 0.0956
9. H 0.0705
10. H 0.1029
11. H 0.1104
12. H 0.0959
13. H 0.0753
14. H 0.0471
15. H 0.0475
16. H 0.0509
17. H 0.0619
18. H 0.0268
19. H 0.0459
20. O -0.2127

=====

A cluster of 2 separate species, C5H13O3 in total, computed with wB97M-V/def2-TZVPD.

- energy above the lowest of the compared OMol25 structures with the same formula, charge and spin (kJ/mol) = 120.7
- multiplicity = 1
- lowest unoccupied orbital energy (eV) = 3.3
- gap between HOMO and LUMO (eV) = 5.7
- strongest force on any atom (eV/Å) = 1.3
- highest occupied orbital energy (eV) = -2.36
- total charge = -1

Atoms and positions in Å:
C -0.899 -0.520 1.725
O -2.043 -1.202 1.959
C 0.233 -1.392 1.138
C 1.469 -0.664 0.544
C 1.233 0.583 -0.314
C 1.535 0.415 -1.781
O 0.879 1.427 -2.587
H -1.084 0.409 1.118
H -0.487 -0.091 2.688
H 0.605 -1.918 2.011
H -0.102 -2.127 0.417
H 2.079 -1.416 0.017
H 2.168 -0.423 1.352
H 0.186 0.767 -0.251
H 1.642 1.507 0.110
H 2.616 0.475 -1.963
H 1.125 -0.506 -2.174
H 0.824 2.234 -2.053
H -3.879 1.520 -0.312
H -3.819 0.044 -0.748
O -4.280 0.878 -0.897

How positive or negative is each atom? The Löwdin charges in e answer that:
1. C -0.5674
2. O -0.3867
3. C -0.2075
4. C -0.2206
5. C -0.2172
6. C -0.2614
7. O -0.1031
8. H 0.0629
9. H 0.0815
10. H 0.0874
11. H 0.0887
12. H 0.0946
13. H 0.0898
14. H 0.0702
15. H 0.1144
16. H 0.1076
17. H 0.1144
18. H 0.0705
19. H 0.0219
20. H 0.0354
21. O -0.0754

=====

A cluster of 2 separate species, C5H13O3 in total, computed with wB97M-V/def2-TZVPD.

- energy above the lowest of the compared OMol25 structures with the same formula, charge and spin (kJ/mol) = 256.6
- multiplicity = 1
- lowest unoccupied orbital energy (eV) = 3.6
- gap between HOMO and LUMO (eV) = 5.8
- strongest force on any atom (eV/Å) = 6.3
- highest occupied orbital energy (eV) = -2.24
- total charge = -1

Atoms and positions in Å:
C -0.963 1.036 1.135
O -0.564 2.196 1.533
C -1.594 1.069 -0.285
C -1.736 -0.113 -1.135
C -0.913 -1.388 -0.791
C 0.314 -1.447 -1.725
O 1.405 -2.062 -1.114
H -0.210 0.316 1.124
H -1.554 0.582 1.992
H -2.464 1.690 -0.102
H -0.836 1.754 -0.866
H -1.851 0.067 -2.154
H -2.848 -0.463 -0.955
H -0.692 -1.231 0.382
H -1.462 -2.307 -0.849
H 0.153 -1.942 -2.682
H 0.676 -0.354 -1.826
H 1.184 -2.378 -0.271
H 2.439 0.572 2.305
H 3.306 1.499 1.449
O 3.347 0.773 1.989

How positive or negative is each atom? The Löwdin charges in e answer that:
1. C -0.6361
2. O -0.3297
3. C -0.2297
4. C -0.2734
5. C -0.1866
6. C -0.2828
7. O -0.0772
8. H 0.0204
9. H 0.0894
10. H 0.0922
11. H 0.1292
12. H 0.0678
13. H 0.1245
14. H 0.1365
15. H 0.0801
16. H 0.1065
17. H 0.1402
18. H 0.0431
19. H 0.0569
20. H -0.0247
21. O -0.0466

=====

A cluster of 2 separate species, C5H13O3 in total, computed with wB97M-V/def2-TZVPD.

- energy above the lowest of the compared OMol25 structures with the same formula, charge and spin (kJ/mol) = 88.8
- multiplicity = 2
- lowest unoccupied orbital energy (spin up / spin down) (eV) = 0.9 / 0.2
- gap between HOMO and LUMO (spin up / spin down) (eV) = 9.1 / 10.0
- strongest force on any atom (eV/Å) = 3.0
- highest occupied orbital energy (spin up / spin down) (eV) = -8.20 / -9.77

Atoms and positions in Å:
C 3.088 -0.097 1.356
O 2.359 -0.605 0.269
C 1.909 0.398 -0.609
C 1.000 -0.182 -1.630
H 3.399 -0.947 1.977
H 3.984 0.454 1.018
H 2.467 0.582 1.967
H 2.780 0.895 -1.088
H 1.390 1.197 -0.037
H 0.814 0.416 -2.524
H 1.054 -1.258 -1.810
O -2.965 -1.029 -1.730
H -3.895 -0.784 -1.755
C -2.262 0.171 1.507
O -2.618 -0.720 0.477
C -2.306 -0.252 -0.799
H -2.504 -0.310 2.462
H -1.183 0.404 1.477
H -2.823 1.118 1.425
H -2.591 0.813 -0.902
H -1.095 -0.263 -1.051

How positive or negative is each atom? The Löwdin charges in e answer that:
1. C -0.1254
2. O -0.2043
3. C -0.3323
4. C 0.0312
5. H 0.0908
6. H 0.0893
7. H 0.0870
8. H 0.1254
9. H 0.1186
10. H 0.0611
11. H 0.0707
12. O -0.0103
13. H 0.0950
14. C -0.1135
15. O -0.1531
16. C -0.3528
17. H 0.0915
18. H 0.0837
19. H 0.0880
20. H 0.1227
21. H 0.1368

=====

A cluster of 2 separate species, C5H13O3P2S3 in total, computed with wB97M-V/def2-TZVPD.

- multiplicity = 1
- lowest unoccupied orbital energy (eV) = 0.8
- gap between HOMO and LUMO (eV) = 2.6
- strongest force on any atom (eV/Å) = 5.1
- highest occupied orbital energy (eV) = -1.79
- total charge = -1

Atoms and positions in Å:
C -2.484 -1.846 0.323
C -1.188 -1.371 -0.619
C -1.643 0.025 -1.359
C -0.509 0.687 -2.340
S 1.158 0.988 -1.542
P 2.551 -0.603 -1.889
S 2.338 -1.178 -3.761
P 1.014 1.543 0.522
S 2.834 1.358 1.283
H -2.350 -1.516 1.460
H -2.707 -3.007 0.226
H -3.467 -1.298 -0.066
H -0.296 -1.195 0.136
H -0.885 -2.237 -1.357
H -2.098 0.795 -0.576
H -2.561 -0.266 -2.065
H -0.317 -0.028 -3.274
H -0.931 1.726 -2.738
H 3.937 -0.192 -1.668
H 2.151 -1.715 -1.062
H 0.068 0.696 1.205
H 0.624 2.939 0.699
C 1.222 1.457 4.637
O 1.999 2.239 5.164
O 0.534 1.699 3.639
O 1.004 0.302 5.021

How positive or negative is each atom? The Löwdin charges in e answer that:
1. C -0.1443
2. C -0.2642
3. C -0.2824
4. C -0.4570
5. S 0.4169
6. P 0.0475
7. S -0.0270
8. P 0.0619
9. S 0.1008
10. H 0.0947
11. H 0.0762
12. H 0.0713
13. H 0.0799
14. H 0.1173
15. H 0.1268
16. H 0.1230
17. H 0.0726
18. H 0.1019
19. H -0.0326
20. H -0.0382
21. H -0.0248
22. H -0.0402
23. C -1.1317
24. O -0.0117
25. O -0.0510
26. O 0.0144

=====

A cluster of 2 separate species, C5H13P in total, computed with wB97M-V/def2-TZVPD.

- energy above the lowest of the compared OMol25 structures with the same formula, charge and spin (kJ/mol) = 400.8
- multiplicity = 1
- lowest unoccupied orbital energy (spin up / spin down) (eV) = -0.4 / -0.5
- gap between HOMO and LUMO (spin up / spin down) (eV) = 8.6 / 7.4
- strongest force on any atom (eV/Å) = 5.0
- highest occupied orbital energy (spin up / spin down) (eV) = -8.99 / -7.92

Atoms and positions in Å:
C 1.346 1.492 0.198
C 0.823 -0.837 0.878
C 0.703 -0.073 -1.626
C -2.628 -0.473 0.118
C 0.473 0.301 -0.148
P -1.370 0.913 -0.225
H 2.396 1.195 0.354
H 1.252 2.325 -0.486
H 0.941 1.881 1.134
H 0.714 -0.476 1.910
H 1.712 -1.294 0.796
H 0.134 -1.638 0.719
H 1.789 0.233 -1.874
H 0.504 -1.015 -1.913
H 0.049 0.622 -2.140
H -2.976 -0.257 1.101
H -2.143 -1.425 0.006
H -3.505 -0.177 -0.562
H -0.806 1.946 2.170

How positive or negative is each atom? The Löwdin charges in e answer that:
1. C -0.1820
2. C -0.0815
3. C -0.1302
4. C -0.3534
5. C -0.7948
6. P 0.9575
7. H 0.0939
8. H 0.0715
9. H -0.0118
10. H 0.0778
11. H 0.0294
12. H 0.0512
13. H 0.1132
14. H 0.0270
15. H 0.0262
16. H -0.0104
17. H 0.0058
18. H 0.0426
19. H 0.0679

=====

A cluster of 2 separate species, C5H14 in total, computed with wB97M-V/def2-TZVPD.

- energy above the lowest of the compared OMol25 structures with the same formula, charge and spin (kJ/mol) = 113.6
- multiplicity = 2
- lowest unoccupied orbital energy (spin up / spin down) (eV) = 4.2 / 4.2
- gap between HOMO and LUMO (spin up / spin down) (eV) = 2.7 / 11.7
- strongest force on any atom (eV/Å) = 3.1
- highest occupied orbital energy (spin up / spin down) (eV) = 1.52 / -7.55
- total charge = -1

Atoms and positions in Å:
C -2.060 1.324 -1.996
C -1.671 -0.079 -1.490
H -1.330 2.089 -1.693
H -2.332 1.378 -3.046
H -3.056 1.709 -1.553
H -1.922 -0.919 -2.116
H -2.160 -0.279 -0.531
H -0.557 -0.017 -1.460
C 1.138 -0.500 1.816
C 1.532 -1.748 0.994
C 1.446 0.913 1.165
H 0.070 -0.616 1.854
H 1.768 -0.466 2.703
H 2.549 -2.062 1.261
H 2.490 1.005 0.887
H 1.342 -1.596 -0.074
H 0.969 -2.686 1.287
H 0.970 1.056 0.160
H 0.815 1.492 1.830

How positive or negative is each atom? The Löwdin charges in e answer that:
1. C -0.3802
2. C -0.3065
3. H 0.0134
4. H 0.0217
5. H 0.0478
6. H 0.0240
7. H 0.0289
8. H 0.0332
9. C -0.3624
10. C -0.2113
11. C -0.2698
12. H 0.0622
13. H 0.0758
14. H 0.0414
15. H 0.0338
16. H 0.0459
17. H 0.0558
18. H 0.0279
19. H 0.0184